Entry 1:
Formula: C4H10O
Source: OMol25
Level of theory: wB97M-V/def2-TZVPD

Summary:
lowest unoccupied orbital energy: 1.03 eV
electronic energy: -6354.6459 eV
charge: 0
Kohn-Sham gap: 0.3371 Ha

```
15
Properties=species:S:1:pos:R:3:mulliken_charge:R:1
C 2.018 0.076 -0.281 -1.191
C 0.658 -0.491 0.075 -0.368
C -0.537 0.170 -0.310 0.265
C -1.835 -0.567 -0.437 -1.297
O -0.796 0.909 1.435 -0.756
H 2.022 1.171 -0.204 0.290
H 2.350 -0.184 -1.295 0.320
H 2.783 -0.291 0.413 0.324
H 0.587 -1.576 0.159 0.354
H 0.168 0.132 1.240 0.380
H -0.474 1.118 -0.846 0.350
H -1.930 -0.964 -1.455 0.360
H -1.860 -1.409 0.261 0.317
H -2.687 0.083 -0.229 0.320
H -0.468 1.823 1.474 0.332
```

Entry 2:
Formula: C6H5BrF3N2
Source: OMol25
Level of theory: wB97M-V/def2-TZVPD

Summary:
structure (SMILES): Nc1c(C(F)(F)F)cc[nH+]c1Br
lowest unoccupied orbital energy: -5.02 eV
electronic energy: -87469.2696 eV
charge: +1
Kohn-Sham gap: 0.2798 Ha

```
17
Properties=species:S:1:pos:R:3:mulliken_charge:R:1
C -0.124 1.542 -0.369 -0.362
C -1.012 1.210 0.709 -0.363
C 0.753 0.625 -0.940 0.189
C 0.480 -0.735 -0.199 0.644
C -0.548 -1.127 1.000 -0.115
C 1.885 0.762 -1.940 0.735
N -1.189 0.007 1.302 -0.018
N 1.188 -1.745 -0.670 -0.206
F 2.964 0.089 -1.479 -0.277
F 1.591 0.159 -3.094 -0.221
F 2.274 1.965 -2.177 -0.221
Br -0.514 -2.800 1.727 -0.061
H -0.388 2.567 -0.887 0.303
H -1.760 1.931 1.023 0.404
H -1.854 -0.121 1.989 0.197
H 0.902 -2.579 -0.075 0.117
H 1.978 -1.626 -1.284 0.256
```